12 unconnected molecules or ions with the total composition C51H124N7O27P5 at a distorted geometry, computed with wB97M-V/def2-TZVPD.

Energy relative to the best compared isomer or geometry (same formula, charge and spin), kJ/mol: 408.4
E_HOMO, eV: -8.9
SMILES: CCOP(=O)(OCC)OCC.CCOP(=O)(OCC)OCC.CCOP(=O)(OCC)OCC.CCOP(=O)(OCC)OCC.CCOP(=O)(OCC)OCC.CN(C)C=O.CN(C)C=O.CN(C)C=O.CN(C)C=O.CN(C)C=O.CN(C)C=O.CN(C)C=O
Calculated total energy, hartree: -6139.564766
Charge: 0

CARTESIAN COORDINATES (ANGSTROEM)
P 30.2318 -6.8322 3.7172
P 31.2218 -9.2692 -4.2702
P 35.2696 1.8879 -1.2420
P 29.2571 4.9758 1.4529
P 33.1557 -3.8784 -5.6174
O 29.2297 1.6907 -8.4750
O 24.6419 -7.3072 2.3483
O 29.1959 -7.4147 2.8710
O 38.3561 -5.1210 0.8030
O 30.1181 -8.9174 -5.3760
O 30.5091 -9.0052 -2.8559
O 31.8031 -10.6203 -4.4329
O 29.8319 -5.3745 4.3295
O 28.5078 5.9020 2.3710
O 33.7879 -4.1551 -4.3255
O 36.7501 1.8660 -0.5078
O 34.1080 -4.3173 -6.8832
O 30.7528 -7.6396 5.0279
O 33.1279 -2.2501 2.2978
O 31.7692 -4.6598 -5.9345
O 34.6539 3.1871 -0.9359
O 32.3138 -8.0854 -4.4732
O 31.5541 -6.3891 2.9083
O 26.4309 -1.5668 1.7389
O 27.0442 -1.9165 -4.0150
O 35.5755 1.5515 -2.8352
O 28.4965 3.5666 1.1720
O 32.6431 -2.3308 -5.8109
O 34.3867 0.6051 -0.7034
O 29.7704 -4.9056 -1.4261
O 30.7209 4.5350 2.0319
O 29.5439 5.4728 -0.0895
N 33.1164 -2.2822 4.6458
N 25.7178 -1.5363 -2.2796
N 30.4843 -2.7524 -1.5566
N 28.4235 -1.2928 2.5625
N 36.3212 -4.1496 0.8413
N 26.3732 -5.9002 1.7122
N 28.8316 1.3734 -6.2233
C 29.1675 0.7562 -4.9797
C 36.5328 -3.4203 2.0631
C 29.0728 7.2029 -1.6750
C 37.6444 0.8039 -0.7634
C 29.5624 -3.7476 -1.7265
C 30.5178 -9.0261 4.9813
C 33.9157 0.7361 0.6304
C 27.4189 1.7573 -6.2566
C 29.2442 2.6255 0.4119
C 33.3333 -0.6590 -4.1972
C 35.9930 2.6636 -3.6607
C 26.3902 -1.1520 -3.3439
C 30.5034 -9.6178 6.3988
C 34.9513 -4.0824 0.3013
C 28.7559 -5.2492 5.1908
C 30.4418 -9.1020 -6.7499
C 25.5877 -4.6162 1.8988
C 31.4997 -5.9638 1.5652
C 29.5878 1.3340 -7.3484
C 33.4122 -1.1499 -5.6078
C 33.1739 -2.8092 3.4078
C 27.6358 -5.7364 1.0349
C 32.9904 -3.1950 5.7820
C 32.8297 -6.4078 1.0718
C 34.8436 -5.5033 -6.9067
C 29.8713 -7.8021 -2.5675
C 32.6081 5.5962 0.9124
C 29.0442 -2.3984 1.8201
C 25.7675 -7.1448 1.9371
C 29.4107 -0.5734 3.3683
C 30.7770 -4.7514 -4.9742
C 30.0988 -1.3743 -1.8751
C 32.5298 1.3886 0.8341
C 28.1537 1.6195 -0.1151
C 29.0551 -4.1491 6.2574
C 28.5913 -8.1553 -1.7663
C 33.3002 -0.7835 4.8992
C 25.1950 -0.5975 -1.4011
C 37.4552 2.3901 -3.9955
C 29.3687 -8.5259 -7.6344
C 27.1342 -0.9669 2.5533
C 33.8846 -6.6536 -7.0754
C 33.4499 -7.9146 -3.6630
C 25.5468 -2.9325 -1.8164
C 31.7733 -3.0503 -0.8743
C 28.4984 6.1302 -0.7661
C 37.2524 -4.8814 0.2969
C 29.5950 -4.1245 -5.6640
C 37.4278 -0.4265 0.1213
C 31.7069 5.5789 2.1282
C 33.1897 -6.7928 -2.6287
H 28.1585 -6.6304 0.6950
H 33.1203 -3.9061 3.4863
H 36.1779 -4.0086 2.9093
H 32.7151 0.2359 -4.1250
H 28.3235 -4.0983 7.0637
H 26.3623 -3.1369 -1.1226
H 29.9014 6.8974 -2.3138
H 31.2412 -9.5975 4.3998
H 35.6920 -5.4751 -7.5903
H 24.5755 -3.1585 -1.3765
H 36.4183 -0.7907 -0.0694
H 32.2838 -2.7143 6.4586
H 31.3677 -8.5614 -6.9462
H 25.4894 0.4166 -1.6714
H 30.6115 -10.1658 -6.9161
H 25.6480 -3.9069 1.0733
H 26.1033 -4.1266 2.7249
H 38.6510 1.1491 -0.5275
H 30.1007 -10.6300 6.3622
H 26.8791 -0.1811 3.2811
H 30.6227 -6.4347 1.1212
H 34.4707 -1.2923 -5.8255
H 32.5800 -5.9520 -2.9596
H 29.5343 7.9686 -1.0515
H 29.9150 -0.8827 -0.9198
H 29.1253 1.4352 -4.1281
H 29.4847 -7.2993 -3.4541
H 29.6644 -3.0433 2.4425
H 32.6346 -2.8457 -1.5102
H 25.4127 -0.7960 -0.3517
H 31.3115 6.5934 2.1793
H 30.5878 0.8812 -7.2638
H 29.2758 -4.5660 -6.6081
H 28.3367 -3.0130 1.2635
H 32.3612 5.3682 2.9741
H 32.9819 -0.3783 -6.2462
H 30.6697 -5.8097 -4.7362
H 36.0322 -2.4531 2.0183
H 28.8272 -8.4677 -0.7491
H 29.9917 -4.4409 6.7326
H 29.9193 -9.0770 7.1434
H 26.7653 0.9413 -6.5651
H 34.2658 -7.5149 -4.2652
H 33.6900 -8.7960 -3.0683
H 27.9124 -8.9300 -2.1225
H 24.5171 -4.7080 2.0816
H 33.5796 -6.0225 1.7628
H 37.4936 -0.2787 1.1992
H 35.8193 3.6592 -3.2523
H 28.2696 7.6807 -2.2361
H 30.3045 -0.3583 2.7827
H 34.0683 -6.3243 -2.1853
H 38.1652 2.4881 -3.1743
H 35.3711 2.6281 -4.5551
H 28.4376 -9.0891 -7.5720
H 30.5764 -7.1016 -2.1199
H 33.2402 6.4827 0.9644
H 27.8438 5.3754 -1.2020
H 33.0597 -6.0628 0.0638
H 32.5674 2.4017 0.4339
H 30.9766 -4.2052 -4.0523
H 37.7843 3.0132 -4.8271
H 29.0800 0.3464 3.8507
H 32.6001 -4.1628 5.4672
H 31.8078 0.9643 0.1363
H 24.1066 -0.5414 -1.4145
H 27.0071 2.0370 -5.2869
H 29.7460 -3.0631 -5.8607
H 30.8982 -0.7693 -2.3029
H 33.4676 -0.1351 4.0392
H 37.6273 1.3792 -4.3651
H 34.5531 1.1474 1.4131
H 27.5287 2.2061 -0.7885
H 37.5696 -3.1698 2.2875
H 37.6441 0.4416 -1.7915
H 33.3513 4.8064 1.0217
H 29.7917 3.1506 -0.3707
H 27.5949 1.1145 0.6727
H 31.8444 -4.1001 -0.5899
H 34.1687 -0.7684 5.5576
H 32.1108 1.3879 1.8403
H 31.5198 -9.6436 6.7917
H 33.9376 -3.1421 6.3189
H 27.4960 -5.2418 0.0736
H 26.4029 -0.0633 -3.5078
H 28.4962 -6.1154 5.7994
H 28.3637 -5.2631 1.6939
H 31.4808 -4.8742 1.5897
H 27.9104 6.6924 -0.0406
H 28.4970 -0.0506 -4.6837
H 32.3843 -0.4550 5.3904
H 34.7543 -4.8050 -0.4906
H 33.8869 -0.2996 0.9691
H 28.5457 0.7213 -0.5922
H 29.2410 -1.2826 -2.5413
H 36.9704 -5.3384 -0.6643
H 38.1340 -1.2414 -0.0376
H 27.9024 -4.9213 4.5975
H 28.5572 -3.3750 -1.9773
H 31.7200 -2.4988 0.0643
H 29.7227 -8.4481 -8.6624
H 29.1811 -7.4947 -7.3350
H 32.8339 -1.3544 -3.5225
H 27.3149 2.5928 -6.9488
H 25.6329 -3.6612 -2.6225
H 29.5913 -9.3684 4.5203
H 34.3312 -0.3691 -3.8683
H 30.2058 0.4271 -4.9368
H 32.1878 5.5292 -0.0911
H 34.5115 -7.5041 -6.8075
H 34.6838 -3.1116 -0.1159
H 29.1087 -3.1608 5.8006
H 32.6127 -7.3362 -1.8804
H 29.9753 2.2134 1.1075
H 28.6703 -4.2691 -5.1053
H 29.7452 -1.9290 1.1299
H 32.9864 -7.4860 1.1034
H 35.3639 -5.5711 -5.9513
H 34.1931 -4.3189 1.0479
H 29.7024 -1.2791 4.1462
H 26.3678 -7.9943 1.5761
H 27.9259 -7.3073 -1.6042
H 33.5816 -6.8569 -8.1025
H 33.1379 -6.5948 -6.2835

Atomic partial charges in e from the Mulliken method, atoms 1 to 99: number 1, P, carries 0.331; number 2, P, carries 0.717; number 3, P, carries 0.243; number 4, P, carries 0.727; number 5, P, carries 0.774; number 6, O, carries -0.612; number 7, O, carries -0.594; number 8, O, carries -0.757; number 9, O, carries -0.644; number 10, O, carries -0.234; number 11, O, carries -0.472; number 12, O, carries -0.808; number 13, O, carries 0.566; number 14, O, carries -0.792; number 15, O, carries -0.408; number 16, O, carries -0.403; number 17, O, carries -0.397; number 18, O, carries -0.261; number 19, O, carries -0.144; number 20, O, carries -0.343; number 21, O, carries -0.754; number 22, O, carries 0.210; number 23, O, carries -0.293; number 24, O, carries -0.504; number 25, O, carries -0.589; number 26, O, carries 0.071; number 27, O, carries -0.528; number 28, O, carries -0.216; number 29, O, carries 0.621; number 30, O, carries -0.691; number 31, O, carries -0.171; number 32, O, carries -0.088; number 33, N, carries 0.354; number 34, N, carries 0.265; number 35, N, carries 1.460; number 36, N, carries 0.780; number 37, N, carries 0.251; number 38, N, carries 0.195; number 39, N, carries 0.190; number 40, C, carries -0.564; number 41, C, carries -0.907; number 42, C, carries -1.270; number 43, C, carries -0.212; number 44, C, carries -0.031; number 45, C, carries -0.162; number 46, C, carries -0.547; number 47, C, carries -1.001; number 48, C, carries 0.352; number 49, C, carries 0.354; number 50, C, carries -0.333; number 51, C, carries 0.269; number 52, C, carries -1.312; number 53, C, carries 1.626; number 54, C, carries -0.163; number 55, C, carries 0.146; number 56, C, carries -0.628; number 57, C, carries 1.517; number 58, C, carries 0.181; number 59, C, carries -0.907; number 60, C, carries -0.121; number 61, C, carries 0.100; number 62, C, carries -0.909; number 63, C, carries -1.250; number 64, C, carries -0.487; number 65, C, carries 1.434; number 66, C, carries -0.895; number 67, C, carries 0.450; number 68, C, carries 0.132; number 69, C, carries -0.499; number 70, C, carries 1.458; number 71, C, carries 0.631; number 72, C, carries -0.674; number 73, C, carries -0.636; number 74, C, carries -1.044; number 75, C, carries -1.719; number 76, C, carries -0.791; number 77, C, carries -0.855; number 78, C, carries -1.208; number 79, C, carries -1.198; number 80, C, carries -0.215; number 81, C, carries -0.364; number 82, C, carries -0.900; number 83, C, carries -1.011; number 84, C, carries -0.097; number 85, C, carries -0.291; number 86, C, carries 0.148; number 87, C, carries -1.681; number 88, C, carries -0.861; number 89, C, carries -0.344; number 90, C, carries -0.146; number 91, H, carries -0.138; number 92, H, carries -0.059; number 93, H, carries 0.359; number 94, H, carries 0.338; number 95, H, carries 0.444; number 96, H, carries 0.197; number 97, H, carries 0.330; number 98, H, carries 0.354; number 99, H, carries 0.391